(1)
13
Properties=species:S:1:pos:R:3 method="wB97M-V/def2-TZVPD" e_above_lowest_kj_mol=113.1 e_tot_ha=-915.43389 smiles=CCCSS
H -3.06863 0.02201 -1.04588
C -0.66124 -0.02376 -0.12073
S -3.66756 0.03267 0.15721
S -1.76865 -1.37329 0.24783
C 0.80085 -0.49261 -0.09800
H 2.80214 0.07801 0.51722
H 1.04160 -0.67848 -1.15989
C 1.79832 0.50184 0.43722
H 1.89434 1.42008 -0.15020
H 0.91570 -1.50539 0.30801
H -0.71968 0.83853 0.54694
H -0.93280 0.37026 -1.10366
H 1.56561 0.81013 1.46393

=====

(2)
76
Properties=species:S:1:pos:R:3 method="wB97M-V/def2-TZVPD" e_tot_ha=-7907.58253
H 2.02200 -0.35907 8.01731
H -1.78755 -2.05923 3.41543
H 1.76153 -3.53398 5.11021
H -2.44230 -0.77055 1.36864
C 6.85274 4.81529 5.41011
H -1.58420 5.00732 -8.61252
C 6.12042 3.22005 3.80229
C -1.65994 2.86181 -8.61077
H -2.20526 2.78634 -9.54524
S 4.84904 -0.69842 2.28595
C -1.31498 4.09959 -8.09071
C 2.91303 -0.86204 7.65500
C 0.14713 -0.69223 4.98100
C -4.78608 -1.51196 -7.15272
N 3.55248 0.77146 4.23447
C -3.56294 -3.42062 -7.31016
H 3.75990 -0.18779 7.65642
C -4.42097 -3.74388 -3.29871
H -3.55083 -4.50306 -7.23788
H -1.60835 -0.74930 -7.96270
S 0.42126 2.86437 1.94937
H -3.78889 0.35702 -7.52447
H 8.52851 5.99288 4.74128
C -3.96321 -2.45686 -3.07077
H 1.52618 -3.52709 6.83328
H -1.48283 -3.24514 -7.81304
N 1.75091 2.27372 2.64921
Br -0.61307 -2.02086 6.09638
H -3.50167 -2.12393 1.62649
C -0.30139 2.94523 -6.26738
C -0.69160 1.76116 -6.87314
H -5.10200 -3.94715 -4.11585
C 7.87759 4.56261 3.27696
C -3.18489 -1.17489 2.04976
C 2.24701 -3.30255 6.05276
C -0.07486 1.08153 3.42713
H -4.07269 -0.54921 2.09063
P 2.78599 -1.55702 5.96264
H 5.46091 2.42113 3.49006
H -5.75460 -1.06584 -6.95205
H 5.20211 3.46601 5.72643
N -2.66357 -3.21417 -1.20347
N 7.04818 3.58489 2.91911
H -4.31898 -5.78231 -2.60979
C -2.47931 -1.33741 -7.71180
H 0.23812 2.92961 -5.33064
Br -3.14355 0.39720 5.71792
C -2.63506 -1.38471 3.45225
C -2.19293 -0.04190 4.07485
C -0.69554 0.06973 4.21079
C 2.13372 0.46693 4.25607
H -2.70467 -1.25536 -1.80365
C -3.08901 -2.24772 -2.01527
H -2.47722 0.72831 3.37247
C -2.41038 -2.71957 -7.63149
N -4.73792 -2.84118 -7.07146
C -3.98840 -4.76286 -2.46612
C 1.58667 -0.53888 5.01687
C 4.14605 0.09168 3.41726
H -2.75398 -5.21249 -0.76031
H -0.46044 0.80422 -6.41577
C 5.97899 3.80188 5.05317
H 3.15834 -1.66578 8.34305
H -3.41688 -1.84935 4.04104
H -0.33384 5.08553 -6.45283
N -1.35980 1.70419 -8.02412
C -3.69357 -0.71838 -7.46904
H -4.27559 -1.63318 -3.69826
N -0.69062 1.93894 2.60191
C 1.31732 1.29731 3.44253
C -0.62091 4.13913 -6.89255
H 6.77663 5.29377 6.37831
H 3.10246 -3.95412 6.18222
H 8.62175 4.84006 2.53813
C -3.11498 -4.44510 -1.43669
C 7.82533 5.20625 4.50423

=====

(3)
109
Properties=species:S:1:pos:R:3 method="wB97M-V/def2-TZVPD" e_tot_ha=-3901.11272 charge=-1
H -2.98835 0.69403 5.75399
C 9.13048 2.39803 -1.53797
H 3.05714 -2.30932 0.51715
C -9.27691 5.33606 2.75163
H 5.75154 1.12380 0.18721
H -4.95687 -2.91868 -1.05144
H -9.70629 7.15766 1.59484
O 8.17263 2.34261 -2.43935
C 5.48589 1.05870 -4.79551
O -4.87073 1.89011 4.34105
O 12.30473 3.72516 -0.69733
O 2.68041 -6.13065 -2.15160
F -0.90230 2.70805 1.38037
O 1.12657 -1.61799 2.20689
H 3.78483 1.16363 -7.39953
C 0.36302 -6.55994 -2.14938
H 3.24032 -5.44364 -1.73460
O -2.51231 -0.56816 3.26092
C -1.66304 3.81308 3.29028
O -7.81073 -3.18652 -5.63104
H -3.02172 1.75803 0.46522
H 3.52315 -2.43888 -4.98682
C -4.47648 0.80886 3.81341
O 3.16662 -0.62764 -6.89799
C -8.28841 6.01887 1.83813
O 5.10446 -2.08035 -2.87362
H -9.59346 3.66797 4.07155
C -8.87307 4.15395 3.42853
O 5.21572 1.69669 0.77930
H -1.89497 0.44086 0.88997
C 10.24681 3.13108 -1.69471
C 0.03675 -4.20423 -0.44211
C -6.60877 4.35227 2.35823
C 11.03651 2.22490 0.54793
O 1.25846 0.77112 3.15447
H 3.25874 2.39809 2.46989
H -0.58604 1.91340 3.15728
H -2.72197 4.03714 3.16589
C -7.61255 3.64859 3.27818
H 0.57681 -1.05857 2.79602
H -3.60048 0.31909 1.29823
O 4.42706 1.62132 -6.81837
O -2.26902 -4.58626 -0.43469
C 3.89459 -0.51362 -5.92693
H 9.75364 0.88346 1.59068
C 8.89206 1.55382 -0.29380
C -7.09305 -3.49138 -4.69329
C 11.25696 3.10049 -0.66789
H -0.07312 0.82268 4.83853
C 2.17670 0.50978 2.39953
C 3.24634 1.40890 2.03506
O -5.54775 -2.36605 -1.59899
H -2.91157 -5.21416 -0.82344
H 7.49697 1.68800 -2.15120
H 6.03928 1.98410 -4.71491
O -7.24610 2.57864 3.89602
C 4.13878 -0.41626 0.56691
C -1.39756 2.44987 2.66507
N -2.59976 1.65219 2.51841
H -2.93359 -1.16593 3.88864
C -2.76877 1.01301 1.21657
C -6.74233 -2.62139 -3.59887
H -7.14617 -1.61919 -3.58675
C 5.65582 0.06052 -3.76853
H -0.02399 -3.32530 0.18611
H 5.67681 -1.62466 -2.22076
H 0.42669 -7.43347 -2.78250
C -5.92758 -3.08343 -2.63539
H 12.69803 2.87375 1.02296
H 10.42552 3.73810 -2.57069
O 2.38265 -4.07283 -0.61386
C 9.92294 1.49963 0.71919
H -1.09334 4.56871 2.75048
O -8.78971 7.10353 1.24778
H -6.33738 6.04180 1.00085
C -0.99766 0.42653 5.26049
C 1.43864 -5.85065 -1.78345
C 1.33304 -4.63187 -0.89462
H -6.25253 2.27997 3.81477
C -0.94698 -6.14627 -1.68061
O -1.98001 -6.73009 -1.94359
O -10.38189 5.87671 2.83243
H -0.00276 -0.99084 5.99783
H -1.42970 3.84031 4.35177
O 7.82744 0.96894 -0.21753
C 2.15162 -0.88533 1.81087
H -5.32855 -6.37499 -3.75670
C 4.89492 -1.24873 -3.87279
C -6.54383 -4.90497 -4.71009
O 6.38692 0.17419 -2.79851
O -5.49855 3.89416 2.22406
O -6.94744 -5.61164 -5.75172
O 5.02565 -0.67188 -0.23330
C -7.04823 5.55950 1.65740
H -7.52216 -5.01103 -6.27008
C 3.08323 -1.31793 0.94727
C -5.72833 -5.37090 -3.75312
C -2.30932 1.09780 5.00412
C -1.05010 -4.90866 -0.80578
H -2.26748 2.17009 5.16511
C 4.18200 0.97547 1.17580
C 4.65788 0.79280 -5.81690
C 4.07125 -1.51150 -4.90141
C -2.92256 0.74677 3.61819
N -0.96341 -0.65508 5.92791
O -4.62522 -4.80261 -1.75097
O 12.04003 2.26010 1.40924
O -5.14606 -0.17209 3.45566
C -5.36605 -4.49192 -2.66720

=====

(4)
14
Properties=species:S:1:pos:R:3 method="wB97M-V/def2-TZVPD" e_above_lowest_kj_mol=483.8 e_tot_ha=-212.36689
C -1.08288 -0.05691 -0.17755
H -0.92590 -0.92851 -0.82310
H 1.38104 -1.24058 1.20264
H 0.01892 0.85189 1.36360
C -0.07791 -0.02511 0.72049
H 1.72509 0.62131 -1.04893
C 2.11866 0.15290 -0.14791
C -2.32673 0.53105 -0.48068
H 3.04528 -0.37417 -0.39094
H 2.42043 0.91016 0.59169
H -1.11397 0.71418 -1.74074
H -2.80466 0.08341 -1.33764
H -2.83507 1.28637 0.10337
N 1.10657 -0.77331 0.34467

=====

(5)
14
Properties=species:S:1:pos:R:3 method="wB97M-V/def2-TZVPD" e_above_lowest_kj_mol=429.5 e_tot_ha=-340.86683
H -0.22611 1.82819 -1.10456
H 1.18156 1.67470 0.79007
O -1.84544 -0.53374 0.40387
N 1.76340 -0.78202 -0.09074
H -0.65891 -1.97838 -0.06163
H 1.52412 -1.74039 -0.30690
H -0.17491 0.64027 1.39471
N 0.65819 -0.02301 -0.40361
H 1.97547 -0.66690 0.93537
C 0.34111 1.13788 0.46520
O -0.51929 2.00325 -0.20561
H -2.04547 0.40348 0.04038
C -0.87688 -1.05546 -0.41810
H -1.09685 -0.90786 -1.43845

=====

| no. | HOMO level (Ha) |
| --- | --- |
| 1 | -0.330 |
| 2 | -0.294 |
| 3 | -0.193 |
| 4 | -0.280 |
| 5 | -0.285 |